(1)
{
  "formula": "C21H35NO4Si",
  "method": "the ωB97M-V functional and the def2-TZVPD basis",
  "spin_multiplicity": 1,
  "molar_mass_g_mol": 393.6,
  "charge": 0,
  "e_homo_ev": -9.03,
  "energy_ha": -1466.35173,
  "symbols": ["C", "Si", "C", "C", "C", "C", "C", "C", "C", "C", "C", "C", "O", "O", "C", "O", "C", "N", "C", "C", "C", "C", "C", "C", "H", "H", "H", "H", "H", "H", "H", "H", "H", "H", "H", "H", "H", "H", "H", "H", "H", "H", "H", "H", "H", "H", "H", "H", "H", "H", "H", "H", "H", "C", "C", "O", "H", "H", "H", "H", "H", "H"],
  "positions_angstrom": [[-0.57313, 4.36226, -1.88402], [-1.58465, 2.79739, -1.67897], [-3.43529, 3.11013, -1.77181], [-1.23229, 1.97349, -0.00724], [-0.62423, 2.90811, 1.04826], [-0.11532, 2.14000, 2.29403], [1.41617, 2.17537, 2.46695], [2.03914, 0.80874, 2.81430], [2.29188, 0.66665, 4.32356], [2.66573, -0.76643, 4.71187], [2.21078, -1.16745, 6.14043], [1.20270, -2.27381, 6.07610], [0.17735, -2.21191, 5.47170], [1.55299, -3.42270, 6.76041], [0.66347, -3.73538, 7.80186], [1.03916, -4.99722, 8.34052], [1.30084, -5.91891, 7.46178], [1.60591, -6.87043, 6.90473], [-1.10414, 1.54365, -3.00574], [0.21651, 1.10740, -3.12834], [0.58955, 0.16009, -4.07048], [-0.37523, -0.36298, -4.92196], [-1.68979, 0.07048, -4.84204], [-2.05103, 1.01697, -3.88679], [-0.82096, 5.08364, -1.10996], [-0.73775, 4.77973, -2.87397], [0.48062, 4.10252, -1.79785], [-3.66504, 3.79730, -2.58443], [-3.82829, 3.49350, -0.83343], [-3.95385, 2.17386, -1.96695], [-0.56216, 1.12234, -0.13821], [-2.16866, 1.57759, 0.38908], [0.21778, 3.43888, 0.60967], [-1.35873, 3.63973, 1.38136], [-0.55310, 2.57798, 3.18826], [-0.45552, 1.10994, 2.22285], [1.66864, 2.88469, 3.25374], [1.89359, 2.54438, 1.56016], [1.34809, 0.01635, 2.53561], [2.97891, 0.68381, 2.28171], [3.10014, 1.35358, 4.56904], [1.38797, 0.97916, 4.84498], [3.74397, -0.87632, 4.64480], [2.21249, -1.45066, 4.00081], [3.06608, -1.53204, 6.70145], [1.76325, -0.31762, 6.64594], [-0.36144, -3.75945, 7.43466], [0.75588, -3.02274, 8.61773], [0.97661, 1.51221, -2.47046], [1.61410, -0.16890, -4.14897], [-0.11948, -1.10683, -5.66181], [-2.43503, -0.31649, -5.52078], [-3.08222, 1.33636, -3.85526], [-0.45440, -3.82208, -8.71092], [-1.35263, -3.00230, -7.80331], [-1.59401, -1.69940, -8.32783], [0.49655, -3.31114, -8.86313], [-0.25920, -4.80741, -8.28550], [-0.91704, -3.95730, -9.69132], [-0.88163, -2.85691, -6.83287], [-2.30684, -3.51492, -7.64154], [-2.02375, -1.79852, -9.18243]],
  "forces_ev_per_a": [[-0.14, -0.49, 0.03], [-0.16, -0.54, 0.22], [0.32, -0.03, -0.20], [0.13, 0.50, 0.08], [0.05, -0.48, 0.35], [0.26, 0.47, -0.13], [0.08, -0.50, -0.16], [-0.18, 0.43, 0.67], [-0.01, -0.21, -0.68], [-0.19, 0.40, 0.32], [0.82, -0.56, -0.50], [-0.26, 0.24, -0.25], [-0.36, -0.01, 0.02], [0.32, 0.21, 0.57], [-0.27, 0.02, -0.27], [-0.01, 0.30, -0.38], [-0.05, 0.24, 1.14], [0.10, -0.57, -0.81], [-0.28, 0.29, -0.07], [0.09, -0.04, 0.02], [-0.33, 0.04, -0.03], [-0.12, -0.03, -0.09], [0.05, 0.17, 0.24], [0.30, -0.22, -0.20], [0.01, 0.20, -0.01], [-0.03, 0.18, -0.05], [0.16, 0.10, 0.01], [-0.18, 0.11, 0.01], [0.01, 0.22, 0.06], [-0.07, -0.12, -0.02], [0.04, -0.08, -0.13], [-0.10, -0.18, -0.06], [0.02, 0.27, 0.00], [-0.06, 0.22, -0.22], [-0.23, -0.12, 0.11], [-0.07, -0.14, 0.10], [0.13, 0.15, 0.02], [-0.09, 0.08, -0.15], [0.05, -0.15, -0.33], [0.08, -0.21, -0.12], [-0.03, 0.13, 0.37], [-0.07, 0.04, 0.13], [0.11, -0.16, -0.08], [0.00, -0.10, -0.13], [0.00, 0.16, 0.26], [-0.10, 0.05, 0.16], [-0.06, -0.16, -0.07], [0.08, -0.08, 0.18], [0.06, 0.02, 0.07], [0.13, -0.02, 0.03], [0.14, -0.01, -0.07], [-0.02, -0.09, -0.10], [-0.09, 0.09, 0.09], [0.03, 0.07, -0.01], [-0.09, -0.01, -0.24], [0.07, -0.01, 0.14], [0.02, -0.01, 0.03], [-0.02, 0.00, -0.01], [-0.03, -0.05, 0.02], [-0.03, 0.03, 0.03], [0.04, -0.06, 0.07], [0.00, 0.03, -0.02]]
}


(2)
{
  "formula": "C12H29BNO5",
  "method": "the ωB97M-V functional and the def2-TZVPD basis",
  "spin_multiplicity": 1,
  "molar_mass_g_mol": 278.2,
  "charge": 1,
  "e_homo_ev": -11.24,
  "energy_ha": -930.25621,
  "symbols": ["C", "O", "B", "O", "N", "C", "C", "C", "C", "C", "H", "H", "H", "H", "H", "H", "H", "H", "H", "H", "H", "H", "H", "H", "H", "C", "O", "C", "C", "O", "C", "C", "O", "C", "H", "H", "H", "H", "H", "H", "H", "H", "H", "H", "H", "H", "H", "H"],
  "positions_angstrom": [[7.27933, -0.11013, 0.19036], [6.11887, -0.29924, -0.64499], [5.18770, 0.63499, -0.75653], [5.30568, 1.95086, -0.45132], [3.90390, 0.07950, -1.44325], [3.19963, -0.95153, -0.56122], [2.11995, -0.36964, 0.34534], [1.23501, 0.69666, -0.29519], [2.09502, 1.75786, -0.97116], [2.97928, 1.12165, -2.02118], [7.74662, -1.08349, 0.29953], [6.98644, 0.26916, 1.16735], [7.97300, 0.57854, -0.28681], [4.86916, 2.27373, 0.34758], [4.26244, -0.45152, -2.23888], [3.98391, -1.39660, 0.04838], [2.81664, -1.73917, -1.20874], [2.56678, 0.00335, 1.27149], [1.48905, -1.21266, 0.63485], [0.65744, 1.16422, 0.50170], [0.54465, 0.25640, -1.01816], [1.47515, 2.50498, -1.46814], [2.68170, 2.28518, -0.21421], [3.59621, 1.85561, -2.53732], [2.36124, 0.62143, -2.76990], [-4.59445, -0.78611, 3.82513], [-4.40586, -0.33865, 2.50079], [-3.21244, 0.39725, 2.35063], [-2.90764, 0.61358, 0.88531], [-2.30287, -0.50569, 0.24882], [-3.17859, -1.57785, -0.08626], [-4.02568, -1.31784, -1.31121], [-5.14282, -0.52304, -0.97709], [-5.83317, -0.06825, -2.11958], [-4.62696, 0.05361, 4.52860], [-5.54538, -1.31209, 3.85948], [-3.79472, -1.47160, 4.12905], [-2.37522, -0.13690, 2.82202], [-3.31814, 1.37631, 2.84031], [-2.17021, 1.41729, 0.81477], [-3.80779, 0.92793, 0.35360], [-3.81160, -1.84471, 0.76176], [-2.52391, -2.42360, -0.30580], [-4.36590, -2.28026, -1.71928], [-3.41752, -0.81371, -2.07564], [-5.19613, 0.57580, -2.73737], [-6.69132, 0.50449, -1.77632], [-6.18646, -0.90612, -2.73128]],
  "forces_ev_per_a": [[0.26, -0.02, -0.11], [-0.04, -0.22, 0.18], [-0.03, 0.28, -0.13], [-0.16, -0.26, 0.49], [-0.10, 0.07, -0.05], [0.10, -0.07, 0.19], [-0.18, -0.21, -0.10], [0.27, 0.19, 0.14], [-0.14, -0.17, 0.07], [-0.01, 0.14, -0.18], [-0.02, 0.01, -0.01], [-0.01, 0.02, -0.03], [-0.05, 0.02, 0.01], [0.06, 0.20, -0.28], [0.05, -0.06, 0.09], [-0.01, -0.14, -0.11], [-0.13, 0.21, -0.15], [0.05, 0.13, -0.10], [0.09, 0.01, 0.13], [-0.23, -0.10, -0.14], [-0.05, -0.02, 0.09], [0.03, 0.00, 0.02], [0.06, 0.04, -0.11], [0.07, -0.04, 0.06], [0.01, -0.05, 0.06], [-0.06, 0.04, 0.00], [0.08, -0.11, -0.03], [-0.10, 0.00, 0.00], [0.06, 0.07, 0.00], [0.04, 0.02, 0.00], [0.06, -0.09, -0.03], [-0.10, 0.02, 0.04], [0.09, 0.10, -0.01], [-0.06, -0.04, 0.02], [0.01, 0.00, 0.00], [0.00, 0.00, 0.00], [0.01, 0.02, 0.01], [0.03, 0.03, 0.00], [0.05, -0.01, 0.03], [0.00, 0.00, -0.02], [-0.04, -0.04, 0.05], [-0.05, 0.04, -0.03], [0.02, 0.01, 0.02], [0.03, 0.01, -0.05], [0.02, -0.04, -0.01], [0.00, -0.02, -0.01], [0.00, 0.00, 0.00], [0.01, 0.00, -0.01]]
}